Record 1
33
Properties=species:S:1:pos:R:3:nbo_charge:R:1 method="wB97M-V/def2-TZVPD" homo_energy_ev=-12.7 total_energy_ha=-5370.21241 spin_multiplicity=1 mol_weight_da=446.12 homo_lumo_gap_ha=0.3167 total_charge=+1
C 4.30 0.41 0.28 -0.64
C 2.93 1.07 0.26 -0.06
O 2.10 0.54 -0.82 -0.72
B 0.79 0.66 -0.53 1.29
O 0.20 1.85 -0.36 -0.89
N -0.01 -0.63 -0.47 -0.58
C -1.34 -0.74 -0.71 0.15
P -2.64 0.51 -1.12 0.81
S -2.88 1.97 0.12 -0.48
N -1.68 -2.01 -0.61 -0.43
C -0.59 -2.81 -0.28 -0.19
B -0.63 -4.40 -0.08 0.99
N 0.20 -5.25 -0.85 -1.04
O -1.50 -4.91 0.83 -0.84
C 0.43 -1.92 -0.20 0.08
Br 2.18 -2.41 0.18 0.21
H 4.36 -0.28 1.12 0.21
H 4.48 -0.18 -0.61 0.23
H 5.07 1.15 0.43 0.23
H 3.03 2.15 0.19 0.20
H 2.44 0.86 1.21 0.16
H -0.22 1.97 0.50 0.53
H -2.42 0.83 -2.47 0.02
H -3.76 -0.33 -1.14 -0.01
H -2.62 -2.35 -0.74 0.45
H 0.80 -4.74 -1.49 0.39
H 0.83 -5.76 -0.24 0.41
H -1.66 -4.27 1.53 0.50
C -2.43 5.78 1.11 -0.29
Cl -0.80 5.93 1.76 0.02
Cl -3.31 4.50 1.94 0.02
Cl -3.30 7.31 1.21 0.04
H -2.35 5.50 0.06 0.23

=====

Record 2
23
Properties=species:S:1:pos:R:3:nbo_charge:R:1 method="wB97M-V/def2-TZVPD" homo_energy_ev="-7.9 / -9.4" total_energy_ha=-476.77594 spin_multiplicity=2 mol_weight_da=142.18 homo_lumo_gap_ha="0.3088 / 0.3239"
C 1.78 1.63 -1.18 -0.50
C 2.09 1.67 0.29 -0.64
H 1.62 2.60 -1.65 0.20
H 0.97 0.94 -1.46 0.20
H 2.78 2.49 0.54 0.20
H 2.55 0.73 0.64 0.21
H 1.18 1.84 0.90 0.22
O 4.71 -1.16 -4.33 -0.97
C 3.61 -0.69 -3.63 -0.12
C 3.93 0.55 -2.82 0.02
O 5.17 0.39 -2.20 -0.68
C 5.94 1.54 -1.82 -0.10
C 7.37 1.06 -1.64 -0.08
O 7.79 0.28 -2.72 -0.98
Be 6.14 -0.43 -3.30 1.64
H 3.21 -1.47 -2.93 0.15
H 2.77 -0.43 -4.30 0.17
H 2.85 1.09 -1.95 0.19
H 5.52 1.98 -0.89 0.20
H 5.87 2.29 -2.63 0.18
H 7.43 0.49 -0.69 0.15
H 8.01 1.96 -1.50 0.17
H 3.76 1.53 -3.29 0.18

=====

Record 3
21
Properties=species:S:1:pos:R:3:nbo_charge:R:1 method="wB97M-V/def2-TZVPD" homo_energy_ev="-7.9 / -7.9" total_energy_ha=-2885.51810 spin_multiplicity=1 mol_weight_da=181.07 homo_lumo_gap_ha="0.3053 / 0.3090"
C 0.61 -2.06 -1.53 -0.69
C 1.31 -1.55 0.97 -0.67
C -0.21 2.23 1.11 -0.63
C 1.05 -1.17 -0.45 0.02
C -0.77 1.72 -0.23 -0.01
C -0.94 0.23 0.03 -0.33
O -1.93 2.41 -0.39 -0.69
Br -2.43 -0.72 -0.78 0.00
H 1.38 -2.80 -1.70 0.23
H 0.46 -1.53 -2.48 0.23
H -0.29 -2.72 -1.37 0.23
H 2.19 -2.07 1.26 0.22
H 1.36 -0.49 1.43 0.22
H 0.44 -2.05 1.30 0.22
H -0.36 3.30 1.31 0.23
H 0.80 1.85 1.43 0.21
H -0.96 1.89 1.94 0.21
H 1.54 -0.33 -0.79 0.18
H -0.05 1.81 -1.02 0.16
H -0.90 0.04 1.14 0.19
H -2.31 2.00 -1.20 0.47

=====

Record 4
23
Properties=species:S:1:pos:R:3:nbo_charge:R:1 method="wB97M-V/def2-TZVPD" homo_energy_ev="-8.5 / -8.0" total_energy_ha=-1573.32711 spin_multiplicity=1 mol_weight_da=203.05 homo_lumo_gap_ha="0.2859 / 0.2419"
C -2.31 -1.86 -0.29 -0.61
C -0.46 1.82 1.71 -0.61
C 2.74 0.23 -1.85 -1.01
C -0.91 -1.26 -0.60 -0.53
C -0.97 0.44 1.27 -0.54
C -0.81 0.15 -0.14 0.10
O 2.96 1.57 0.42 -1.04
P 2.05 0.53 -0.18 1.48
Cl -1.26 1.42 -1.19 0.05
Cl 2.51 -1.22 0.68 -0.33
H -2.23 -2.89 0.11 0.23
H -3.01 -1.86 -1.16 0.22
H -2.72 -1.28 0.56 0.21
H 0.57 1.96 1.45 0.23
H -0.37 1.98 2.70 0.22
H -1.06 2.73 1.31 0.21
H 3.11 -0.81 -2.06 0.25
H 1.98 0.50 -2.60 0.24
H 3.57 0.95 -1.91 0.26
H -0.05 -1.72 0.00 0.25
H -0.74 -1.49 -1.61 0.23
H -2.12 0.53 1.43 0.24
H -0.45 -0.43 1.96 0.25